1.
ORCA calculation (wB97M-V/def2-TZVPD) on a cluster of 5 separate species, C27H43N9O9 in total.

Structure (XYZ):
```
88
Properties=species:S:1:pos:R:3:mulliken_charge:R:1
C 1.598 -4.219 -0.618 -0.01
C 0.945 -5.358 0.163 -0.62
O -0.158 -4.954 0.972 -0.44
C 0.189 -4.050 2.000 -0.73
C -0.223 -2.579 1.714 -0.33
O -1.164 -2.545 0.655 -0.59
C -1.510 -1.297 0.221 0.49
C -1.818 -0.276 1.114 -0.93
C -2.203 0.947 0.597 0.09
C -2.261 1.179 -0.776 0.22
C -1.949 0.151 -1.674 0.92
C -1.970 0.345 -3.157 -1.35
C -0.553 0.636 -3.735 -0.91
C 0.465 0.996 -2.676 0.10
C 1.772 1.522 -3.278 -0.65
O 2.431 2.390 -2.362 -0.55
C 2.763 1.696 -1.172 -0.75
C -1.590 -1.088 -1.147 0.55
N -1.301 -2.170 -2.055 -0.46
C -2.682 2.535 -1.226 0.08
O -2.178 3.110 -2.163 -0.59
C -3.763 3.135 -0.394 0.43
C -4.792 3.876 -0.955 -0.68
C -5.790 4.365 -0.119 -0.66
C -5.750 4.122 1.252 -0.43
C -4.707 3.392 1.806 -1.00
C -3.708 2.890 0.980 0.67
C -2.587 2.069 1.496 0.06
O -2.034 2.305 2.545 -0.60
H 0.868 -3.453 -0.863 -0.57
H 2.365 -3.747 -0.008 0.18
H 2.032 -4.588 -1.534 0.53
H 1.688 -5.836 0.808 0.35
H 0.548 -6.081 -0.540 0.40
H 1.260 -4.081 2.189 0.32
H -0.339 -4.380 2.890 0.43
H -0.670 -2.214 2.635 0.33
H 0.640 -1.968 1.460 0.32
H -1.763 -0.416 2.177 0.45
H -2.315 -0.587 -3.587 0.55
H -2.626 1.160 -3.416 0.47
H -0.222 -0.263 -4.244 0.34
H -0.685 1.451 -4.439 0.45
H 0.708 0.108 -2.099 0.16
H 0.104 1.783 -2.022 0.12
H 1.554 2.091 -4.177 0.42
H 2.458 0.706 -3.517 0.31
H 1.939 1.694 -0.458 0.25
H 3.596 2.190 -0.682 0.34
H 3.032 0.663 -1.383 0.34
H -1.944 -2.926 -1.849 0.34
H -0.370 -2.532 -1.895 -0.08
H -4.829 4.057 -2.016 0.50
H -6.624 4.922 -0.513 0.42
H -6.529 4.480 1.902 0.40
H -4.654 3.178 2.863 0.52
C 2.805 -0.005 3.187 0.57
O 2.388 0.111 2.052 -0.52
N 2.168 0.558 4.260 -0.40
N 3.941 -0.713 3.484 -0.41
H 2.491 0.477 5.204 0.15
H 1.332 1.079 4.070 0.22
H 4.427 -1.137 2.717 0.22
H 4.302 -0.821 4.413 0.15
C 5.762 0.518 -3.317 0.58
O 4.974 -0.227 -2.762 -0.50
N 5.574 1.871 -3.338 -0.30
N 6.876 0.065 -3.971 -0.43
H 6.196 2.511 -3.793 0.16
H 4.746 2.227 -2.887 0.18
H 7.030 -0.925 -3.988 0.22
H 7.526 0.667 -4.438 0.14
C 5.273 -4.511 -1.405 0.73
O 4.306 -4.511 -2.139 -0.63
N 5.976 -3.367 -1.136 -0.39
N 5.732 -5.644 -0.783 -0.42
H 6.777 -3.333 -0.536 0.14
H 5.647 -2.523 -1.571 0.21
H 5.235 -6.496 -0.962 0.22
H 6.526 -5.660 -0.173 0.15
C -7.953 3.948 4.760 0.67
O -8.224 4.040 3.576 -0.63
N -8.516 4.759 5.707 -0.40
N -7.065 3.022 5.236 -0.37
H -8.307 4.699 6.684 0.15
H -9.171 5.447 5.388 0.22
H -6.641 2.409 4.566 0.22
H -6.826 2.928 6.205 0.16
```

The SMILES is CCOCCOc1cc2c(c(CCCCOC)c1N)C(=O)c1ccccc1C2=O.NC(N)=O.NC(N)=O.NC(N)=O.NC(N)=O. The total energy comes out at -2224.7310 a.u. The LUMO energy is 0.03 eV. The orbital gap is 8.49 eV. Its HOMO energy is -8.47 eV.



2.
ORCA calculation (wB97M-V/def2-TZVPD) on a structure of composition C27H44BIrN2P2S5.

Structure (XYZ):
```
82
Properties=species:S:1:pos:R:3:mulliken_charge:R:1
Ir -0.528 -0.280 -0.116 1.52
C 1.328 2.692 -1.504 -1.47
C -0.156 2.930 -1.830 2.53
C -0.451 2.629 -3.305 -1.91
C -0.366 4.449 -1.642 -1.99
P -1.188 1.865 -0.638 0.87
C -1.109 2.935 0.875 -1.79
N -0.040 2.330 1.604 0.68
B 0.356 0.991 1.270 -1.11
N 1.200 0.592 2.380 0.60
C 1.379 -0.811 2.658 -1.37
P -0.074 -1.618 1.826 -1.04
C 0.539 -3.366 1.506 2.32
C 1.426 -3.869 2.658 -1.79
C -0.583 -4.381 1.280 -1.67
C 1.402 -3.301 0.238 -1.63
C -1.427 -1.619 3.125 2.63
C -1.632 -0.173 3.598 -1.99
C -1.108 -2.470 4.360 -1.85
C -2.736 -2.100 2.493 -1.51
C 1.270 1.626 3.306 0.47
C 1.894 1.701 4.537 -0.77
C 1.745 2.870 5.283 -0.75
C 0.987 3.931 4.807 -0.75
C 0.348 3.858 3.570 -0.78
C 0.495 2.703 2.826 0.46
C -2.993 1.888 -1.129 1.96
C -3.238 1.080 -2.406 -1.59
C -3.777 1.241 0.030 -1.65
C -3.537 3.307 -1.332 -2.04
H 1.919 3.376 -2.120 0.61
H 1.660 1.680 -1.715 0.22
H 1.543 2.916 -0.458 0.20
H 0.343 3.079 -3.906 0.59
H -1.390 3.088 -3.619 0.32
H -0.480 1.569 -3.537 0.16
H 0.109 4.948 -2.489 0.55
H 0.130 4.823 -0.747 0.44
H -1.404 4.765 -1.622 0.26
H -2.059 2.893 1.421 0.32
H -0.920 3.975 0.618 0.67
H 1.392 -1.018 3.730 0.35
H 2.303 -1.202 2.224 0.46
H 0.890 -3.982 3.597 0.29
H 2.299 -3.240 2.827 0.31
H 1.799 -4.857 2.374 0.56
H -1.151 -4.583 2.187 0.31
H -0.123 -5.322 0.968 0.56
H -1.269 -4.068 0.493 0.18
H 2.218 -2.580 0.329 0.27
H 0.816 -3.031 -0.640 0.21
H 1.841 -4.288 0.070 0.56
H -0.789 0.201 4.180 0.32
H -2.515 -0.153 4.244 0.73
H -1.809 0.510 2.765 0.19
H -0.158 -2.196 4.822 0.28
H -1.096 -3.536 4.143 0.36
H -1.888 -2.299 5.106 0.50
H -3.046 -1.438 1.683 -0.02
H -3.514 -2.080 3.260 0.57
H -2.676 -3.112 2.099 0.27
H 2.484 0.874 4.912 0.48
H 2.229 2.949 6.247 0.41
H 0.888 4.827 5.405 0.39
H -0.255 4.680 3.204 0.47
H -2.894 0.053 -2.302 0.17
H -2.765 1.521 -3.281 0.30
H -4.315 1.056 -2.589 0.61
H -3.266 0.368 0.435 0.07
H -4.750 0.914 -0.343 0.62
H -3.958 1.950 0.840 0.37
H -3.164 3.765 -2.246 0.33
H -3.323 3.967 -0.489 0.31
H -4.624 3.239 -1.423 0.55
S -2.041 -3.239 -6.628 -0.24
C -1.598 -2.726 -5.141 0.15
S -0.392 -1.506 -4.871 -0.07
C -0.554 -1.415 -3.134 0.15
C -1.531 -2.177 -2.582 -0.03
S -1.918 -2.045 -0.915 -0.64
S -2.420 -3.198 -3.684 -0.09
S 0.495 -0.457 -2.169 -0.51
```

The total energy comes out at -3967.7420 a.u. The LUMO energy (spin up / spin down) is -0.98 / -0.98 eV. The orbital gap (spin up / spin down) is 5.76 / 5.77 eV. The calculation puts the energy relative to the best compared isomer or geometry (same formula, charge and spin) at 3.2 kcal/mol. Its HOMO energy (spin up / spin down) is -6.74 / -6.74 eV.



3.
ORCA calculation (wB97M-V/def2-TZVPD) on a structure of composition C27H44BeBrNOP2 at a distorted geometry.

Structure (XYZ):
```
77
Properties=species:S:1:pos:R:3:mulliken_charge:R:1
C -0.650 7.310 -6.202 -0.33
C -0.834 5.942 -6.482 0.63
C -1.135 5.560 -7.803 -0.33
C -1.234 6.553 -8.781 -0.37
N -1.056 7.841 -8.496 -0.01
C -0.769 8.225 -7.253 -0.37
C -0.739 4.951 -5.453 -0.29
C -0.735 4.091 -4.595 -0.20
C -0.646 3.135 -3.599 0.88
C 0.453 3.224 -2.736 -1.30
C 0.652 2.191 -1.830 -0.73
C -0.264 1.150 -1.850 1.27
C -1.409 1.090 -2.614 -0.09
C -1.607 2.114 -3.544 -1.21
Be 0.143 0.054 -0.621 -0.45
P 1.975 -0.940 -1.100 0.92
H -1.305 4.510 -8.048 0.45
H -0.435 7.647 -5.187 0.46
H -1.465 6.275 -9.811 0.40
H -0.629 9.292 -7.065 0.41
H -2.468 2.128 -4.217 0.47
H 1.138 4.077 -2.789 0.43
H -2.158 0.306 -2.488 0.78
H 1.512 2.255 -1.153 0.26
C 2.218 -2.508 -0.190 -0.74
C 3.099 -3.563 -0.853 -1.13
H 1.202 -2.895 -0.017 0.48
H 2.624 -2.238 0.799 0.46
H 3.214 -4.410 -0.167 0.42
H 2.650 -3.948 -1.774 0.22
H 4.102 -3.188 -1.081 0.25
C 1.953 -1.255 -2.912 0.73
C 2.908 -0.415 -3.762 -1.52
H 0.916 -1.030 -3.212 -0.68
H 2.099 -2.331 -3.101 0.31
H 2.688 -0.599 -4.823 0.45
H 2.783 0.663 -3.579 0.26
H 3.959 -0.686 -3.593 0.29
C 3.412 0.115 -0.688 -0.52
C 4.771 -0.574 -0.746 -1.43
H 3.234 0.486 0.336 0.37
H 3.392 0.998 -1.345 0.36
H 5.556 0.166 -0.545 0.43
H 4.861 -1.357 0.014 0.32
H 4.987 -1.012 -1.728 0.27
Br -1.432 -1.310 -0.239 -0.48
P -2.424 -3.138 -3.969 0.16
C -0.613 -3.351 -3.828 0.42
C -0.202 -4.789 -4.173 -1.47
H -0.324 -3.076 -2.802 -0.25
H -0.145 -2.640 -4.527 0.44
H 0.857 -4.829 -4.454 0.38
H -0.343 -5.466 -3.321 0.36
H -0.787 -5.179 -5.014 0.46
C -3.109 -3.120 -2.278 0.10
C -4.533 -3.666 -2.168 -1.45
H -3.062 -2.087 -1.900 -0.18
H -2.426 -3.721 -1.659 0.53
H -4.785 -3.821 -1.115 0.40
H -5.263 -2.966 -2.584 0.34
H -4.627 -4.624 -2.686 0.39
C -2.682 -1.490 -4.740 0.10
C -2.998 -1.595 -6.243 -1.37
H -1.778 -0.888 -4.565 -0.09
H -3.523 -1.018 -4.207 0.53
H -3.427 -0.652 -6.600 0.40
H -2.095 -1.789 -6.836 0.33
H -3.721 -2.395 -6.447 0.39
C -0.640 1.767 2.963 -1.25
C -0.931 1.502 1.507 -0.20
O 0.316 0.913 0.850 -0.14
H -0.379 0.837 3.480 0.30
H -1.534 2.171 3.446 0.40
H 0.168 2.492 3.092 0.37
H -1.678 0.722 1.351 0.28
H -1.203 2.398 0.935 0.25
H 1.095 1.470 1.048 0.30
```

The total energy comes out at -4456.0419 a.u. The LUMO energy (spin up / spin down) is -9.67 / -7.88 eV. The orbital gap (spin up / spin down) is 3.14 / 4.93 eV. The calculation puts the energy relative to the best compared isomer or geometry (same formula, charge and spin) at 0.0 kcal/mol. Its net charge is +2. Its HOMO energy (spin up / spin down) is -12.81 / -12.81 eV.